Entry 1:
{"formula": "C6H16", "method": "the ωB97M-V functional and the def2-TZVPD basis", "energy_ha": -238.168438, "orbital_gap_ev": 12.3, "de_lowest_kcal_mol": 17.6, "homo_ev": -11.201, "symbols": ["H", "H", "H", "C", "C", "H", "H", "C", "H", "C", "H", "H", "H", "H", "C", "H", "H", "H", "H", "H", "H", "C"], "positions_angstrom": [[1.436, 1.851, -0.446], [-0.458, -0.813, -0.385], [-1.508, -1.885, -1.193], [-0.529, 2.230, -1.290], [1.209, -2.414, 0.232], [-0.861, 3.117, -1.823], [1.871, -3.067, 0.817], [0.579, 2.496, -0.269], [-0.621, 2.736, 1.583], [-0.260, -2.712, 0.457], [-0.288, 1.498, -2.066], [1.570, -1.413, 0.440], [1.589, -2.565, -0.788], [-2.116, -1.412, 0.267], [-1.152, -1.625, -0.186], [0.922, 3.527, -0.234], [-0.241, 1.061, 1.092], [0.981, 2.107, 1.860], [-0.392, -3.715, 0.042], [-1.353, 1.711, -0.787], [-0.514, -2.788, 1.509], [0.137, 2.074, 1.168]]}



Entry 2:
{"formula": "C6H16", "method": "the ωB97M-V functional and the def2-TZVPD basis", "energy_ha": -237.724767, "orbital_gap_ev": [11.0, 3.2], "de_lowest_kcal_mol": 47.2, "spin_multiplicity": 2, "charge": 1, "homo_ev": [-14.214, -14.204], "s2": 0.753, "symbols": ["C", "H", "C", "H", "H", "H", "H", "C", "C", "C", "H", "H", "H", "H", "H", "H", "H", "H", "H", "C", "H", "H"], "positions_angstrom": [[-1.995, 1.046, 1.218], [-0.485, -0.367, 1.699], [-2.483, 0.111, 0.127], [-1.698, -0.090, -0.629], [2.069, -0.354, 0.534], [2.371, -2.082, 0.348], [-3.340, 0.653, -0.452], [1.592, 0.452, -2.150], [2.389, -1.130, -0.150], [-1.028, 0.309, 2.164], [-0.355, 0.953, 2.749], [0.865, 0.397, -2.823], [-1.690, 1.933, 0.774], [2.579, 0.442, -2.634], [-2.640, -0.830, 0.646], [1.385, -1.660, -2.062], [1.628, 1.429, -1.432], [-2.876, 1.329, 1.744], [3.442, -0.817, -0.530], [1.392, -0.832, -1.227], [-1.513, -0.157, 2.941], [0.390, -0.735, -0.854]]}



Entry 3:
{"formula": "C6H16", "method": "the ωB97M-V functional and the def2-TZVPD basis", "energy_ha": -237.788239, "orbital_gap_ev": [11.9, 5.0], "de_lowest_kcal_mol": 7.4, "spin_multiplicity": 2, "charge": 1, "homo_ev": [-14.842, -14.836], "s2": 0.753, "symbols": ["C", "H", "C", "H", "H", "C", "H", "C", "H", "H", "H", "H", "H", "H", "H", "H", "H", "C", "H", "C", "H", "H"], "positions_angstrom": [[-2.213, -1.857, -0.151], [1.826, 2.371, 0.362], [-1.701, -0.491, -0.561], [3.535, 2.449, 0.606], [-1.933, 0.357, 0.101], [-2.100, -0.082, -1.915], [3.097, 0.648, 2.497], [2.602, 2.143, 1.085], [-3.201, -0.036, -2.003], [0.249, -1.524, -0.858], [-1.835, -0.808, -2.698], [2.597, 2.773, 1.972], [0.414, 0.312, -0.598], [3.253, 0.068, 0.833], [-1.751, 0.881, -2.290], [-1.526, -2.639, 0.164], [-2.846, -2.217, -0.958], [-0.014, -0.635, -0.282], [0.075, -0.980, 0.706], [2.656, 0.672, 1.509], [-2.845, -1.727, 0.735], [1.661, 0.321, 1.745]]}



Entry 4:
{"formula": "C6H16", "method": "the ωB97M-V functional and the def2-TZVPD basis", "energy_ha": -237.794808, "orbital_gap_ev": [12.1, 5.0], "de_lowest_kcal_mol": 3.2, "spin_multiplicity": 2, "charge": 1, "homo_ev": [-15.113, -15.081], "s2": 0.753, "symbols": ["H", "H", "C", "H", "C", "H", "H", "H", "H", "H", "H", "H", "H", "C", "C", "C", "H", "C", "H", "H", "H", "H"], "positions_angstrom": [[0.144, -2.087, 1.072], [-1.158, 0.428, -3.127], [-0.521, -0.672, 2.557], [-0.263, 2.999, -1.149], [-0.562, 1.986, -0.885], [-0.249, 0.304, 2.134], [-1.623, 1.900, -1.106], [0.658, -0.372, 0.175], [1.607, -0.731, -1.180], [-0.320, 1.951, 0.185], [0.311, -2.708, 2.644], [0.807, 1.460, -2.295], [1.451, -1.435, 2.083], [0.421, -1.779, 2.087], [0.224, 0.800, -1.536], [1.193, 0.138, -0.678], [-1.578, -0.860, 2.408], [-0.639, -0.126, -2.365], [-0.053, -0.920, -2.830], [-0.340, -0.479, 3.609], [-1.378, -0.569, -1.693], [1.870, 0.772, -0.108]]}



Entry 5:
{"formula": "C6H16", "method": "the ωB97M-V functional and the def2-TZVPD basis", "energy_ha": -237.776047, "orbital_gap_ev": [12.1, 4.0], "de_lowest_kcal_mol": 15.0, "spin_multiplicity": 2, "charge": 1, "homo_ev": [-15.079, -14.716], "s2": 0.753, "symbols": ["H", "C", "H", "H", "H", "C", "H", "C", "H", "H", "H", "H", "H", "H", "C", "H", "C", "H", "H", "C", "H", "H"], "positions_angstrom": [[-0.594, -2.926, -0.533], [-0.446, -2.145, 0.215], [1.761, -3.354, -0.399], [-1.636, 1.869, -1.715], [0.442, 2.890, 1.351], [-0.852, 1.414, -1.102], [-1.280, 3.334, 1.568], [-0.540, 2.959, 0.865], [-0.446, -2.781, 1.138], [-1.348, -1.546, 0.316], [0.104, 1.809, -1.423], [-2.118, 1.444, 0.603], [-0.379, 3.640, 0.029], [0.773, -0.431, -0.347], [1.955, -2.281, -0.423], [1.215, -1.087, 1.154], [0.840, -1.437, 0.138], [2.933, -2.029, -0.026], [-0.595, 0.779, 0.989], [-1.049, 1.566, 0.398], [-0.796, 0.312, -1.305], [2.055, -2.002, -1.490]]}



Entry 6:
{"formula": "C6H16", "method": "the ωB97M-V functional and the def2-TZVPD basis", "energy_ha": -237.786204, "orbital_gap_ev": [12.3, 4.9], "de_lowest_kcal_mol": 8.6, "spin_multiplicity": 2, "charge": 1, "homo_ev": [-15.056, -15.049], "s2": 0.753, "symbols": ["H", "H", "H", "H", "H", "H", "H", "H", "H", "C", "H", "C", "C", "H", "H", "H", "C", "H", "C", "H", "H", "C"], "positions_angstrom": [[2.824, 0.078, 0.909], [1.358, 1.831, -0.541], [0.797, 2.640, 0.981], [2.310, 1.424, 1.925], [-0.678, -0.954, 1.710], [-0.337, -1.979, -2.958], [-1.463, 0.311, 1.096], [-2.104, -0.924, -0.631], [-0.334, -0.278, -2.590], [0.700, 0.363, 0.799], [-0.607, 0.684, 2.593], [-0.520, 0.143, 1.657], [-1.922, -1.283, -1.645], [-2.266, -2.321, -1.615], [-2.530, -0.714, -2.341], [0.752, -0.395, 0.035], [0.597, 1.861, 0.251], [0.240, -1.544, -1.375], [2.036, 0.426, 1.574], [1.993, -0.168, 2.495], [-0.384, 2.065, -0.181], [-0.462, -1.267, -2.149]]}



Entry 7:
{"formula": "C6H16CdN3Se", "method": "the ωB97M-V functional and the def2-TZVPD basis", "energy_ha": -2971.452381, "orbital_gap_ev": [3.4, 2.8], "de_lowest_kcal_mol": 0.0, "charge": -1, "homo_ev": [-0.077, 0.466], "symbols": ["H", "C", "N", "H", "H", "H", "H", "H", "H", "H", "Cd", "H", "H", "Se", "N", "H", "C", "C", "H", "C", "C", "H", "H", "H", "N", "H", "C"], "positions_angstrom": [[-0.859, 1.608, -2.244], [2.828, -3.081, -0.308], [1.455, -3.554, -0.481], [0.840, 2.561, -2.608], [1.050, -1.906, 1.555], [0.369, 2.000, -0.974], [0.233, -0.796, 2.473], [3.535, -3.839, -0.706], [1.529, -5.377, 0.677], [-2.244, -4.396, -2.351], [0.000, 0.000, 0.000], [-0.537, 3.322, -1.848], [-2.028, -2.611, -2.277], [0.520, -1.482, -2.077], [0.211, -1.310, 1.580], [3.041, -2.937, 0.773], [-1.999, -3.545, -1.682], [0.429, -2.995, -1.173], [-0.975, 0.780, 0.940], [-0.353, -4.819, -0.315], [-0.081, 2.325, -1.923], [-0.603, -1.940, 1.622], [-2.765, -3.480, -0.880], [2.996, -2.121, -0.833], [-0.684, -3.762, -1.085], [-1.023, -5.625, -0.046], [0.968, -4.691, 0.057]]}



Entry 8:
{"formula": "C6H16Cl2NSi", "method": "the ωB97M-V functional and the def2-TZVPD basis", "energy_ha": -1502.553543, "orbital_gap_ev": 8.6, "charge": 1, "homo_ev": -13.704, "symbols": ["H", "H", "H", "N", "H", "H", "H", "H", "H", "H", "C", "Si", "Cl", "C", "H", "H", "C", "C", "H", "C", "H", "H", "C", "H", "Cl", "H"], "positions_angstrom": [[0.192, 1.430, -2.946], [-1.466, 1.267, -1.418], [1.064, 1.780, -1.429], [-0.491, -0.254, -0.152], [1.188, -1.378, -0.566], [-0.644, -2.895, 1.270], [0.888, -2.023, 1.686], [1.004, -3.281, 0.610], [1.207, 0.726, 0.183], [-2.267, -0.671, 2.067], [-0.718, 0.511, -1.430], [-2.193, -0.619, 0.654], [-3.106, -2.070, -0.392], [0.564, 1.055, -2.052], [-0.261, -2.028, -1.276], [0.579, -0.001, 1.604], [0.193, -1.554, -0.362], [0.284, 0.618, 0.843], [0.170, 2.647, 1.998], [-0.397, 1.831, 1.390], [-1.037, -0.346, -2.206], [1.164, 0.317, -2.255], [0.363, -2.428, 0.877], [-0.979, 2.306, 0.694], [-3.529, 1.854, 0.051], [-1.111, 1.499, 2.269]]}



Entry 9:
{"formula": "C6H16ClIN2OPSSc", "method": "the ωB97M-V functional and the def2-TZVPD basis", "energy_ha": -2680.647164, "orbital_gap_ev": 7.8, "de_lowest_kcal_mol": 0.0, "charge": 2, "homo_ev": -15.726, "symbols": ["C", "C", "S", "H", "Cl", "H", "H", "H", "H", "P", "H", "C", "H", "N", "H", "N", "Sc", "I", "H", "C", "H", "H", "H", "H", "H", "H", "H", "O", "C", "C"], "positions_angstrom": [[-0.872, 1.761, -0.194], [-1.154, -1.765, 2.561], [1.901, 1.517, 0.920], [0.128, -1.267, -5.675], [1.878, -1.638, 0.623], [-0.161, -2.223, 2.643], [-2.202, -3.353, 0.252], [4.053, 3.041, 3.223], [-3.289, -0.174, -0.228], [-1.460, -1.205, 0.889], [-1.683, -2.417, -1.196], [-1.442, -2.682, -0.158], [2.667, 2.040, 3.427], [4.024, 2.940, 0.605], [-0.454, -3.161, -0.138], [3.323, 2.496, 2.819], [0.511, 0.020, -0.071], [-0.498, 0.368, -3.594], [-1.210, -0.913, 3.249], [-3.072, -0.484, 0.798], [3.874, 2.805, -0.378], [-1.601, -0.788, -5.800], [-0.314, 0.352, -6.319], [-3.114, 0.391, 1.453], [4.789, 3.507, 0.898], [-1.938, -2.492, 2.787], [-3.763, -1.258, 1.131], [-1.537, 2.644, -0.405], [3.198, 2.378, 1.493], [-0.582, -0.439, -5.613]]}



Entry 10:
{"formula": "C6H16FN3OP", "method": "the ωB97M-V functional and the def2-TZVPD basis", "energy_ha": -918.701668, "orbital_gap_ev": 7.2, "de_lowest_kcal_mol": 31.0, "charge": 1, "homo_ev": -12.287, "symbols": ["O", "H", "C", "C", "H", "H", "C", "C", "N", "F", "H", "H", "H", "H", "H", "C", "H", "H", "C", "N", "H", "P", "H", "H", "H", "H", "H", "N"], "positions_angstrom": [[-0.443, -0.778, -0.527], [1.866, -2.771, -0.761], [-0.488, 1.901, -0.962], [0.607, -0.145, -0.297], [3.043, 0.644, -0.780], [-4.243, -2.051, -0.351], [-3.266, -1.846, 0.095], [3.077, -0.310, -0.267], [-3.125, 0.659, 1.698], [-3.506, 0.651, -0.969], [-3.202, 1.657, 1.810], [-3.149, -2.381, 1.035], [0.764, 2.733, 1.080], [-1.233, 2.238, -0.229], [3.643, -0.215, 0.661], [1.680, -2.244, 0.178], [-2.474, -2.133, -0.607], [3.598, -1.022, -0.911], [1.423, 2.049, 0.537], [1.744, -0.808, -0.004], [-0.102, 2.775, -1.487], [-3.093, -0.094, 0.388], [-0.958, 1.238, -1.685], [0.694, -2.520, 0.545], [1.955, 1.443, 1.265], [2.436, -2.535, 0.906], [2.135, 2.650, -0.033], [0.615, 1.216, -0.327]]}



Entry 11:
{"formula": "C6H16N", "method": "the ωB97M-V functional and the def2-TZVPD basis", "energy_ha": -292.795130, "orbital_gap_ev": [4.3, 12.0], "de_lowest_kcal_mol": 55.7, "spin_multiplicity": 2, "homo_ev": [-3.366, -11.294], "s2": 0.751, "symbols": ["H", "H", "H", "H", "H", "C", "H", "C", "H", "H", "H", "C", "H", "H", "H", "H", "H", "H", "C", "H", "N", "C", "C"], "positions_angstrom": [[-0.158, 1.370, 2.958], [1.535, 0.315, -1.867], [0.282, -1.673, 1.002], [-1.215, 0.256, 1.031], [0.954, 1.982, 0.224], [-0.150, 0.308, 1.120], [1.689, -0.586, 0.431], [0.089, -1.176, -1.044], [-1.963, -0.462, -1.116], [-1.792, -1.998, -0.308], [-1.712, -1.819, -2.145], [0.508, 0.644, 2.414], [-0.465, 1.645, -0.456], [0.583, -0.438, -3.058], [0.678, -2.097, -1.161], [-0.608, 2.462, 0.890], [-0.122, 0.916, -2.123], [0.613, -0.274, 3.091], [0.547, -0.768, 0.405], [1.622, 1.199, 2.427], [-0.019, 1.688, 0.465], [0.539, -0.067, -2.022], [-1.435, -1.427, -1.157]]}



Entry 12:
{"formula": "C6H16N", "method": "the ωB97M-V functional and the def2-TZVPD basis", "energy_ha": -292.698603, "orbital_gap_ev": 10.0, "de_lowest_kcal_mol": 16.1, "charge": 1, "homo_ev": -13.302, "symbols": ["H", "H", "H", "C", "C", "H", "H", "H", "C", "H", "C", "H", "C", "H", "C", "H", "H", "H", "H", "N", "H", "H", "H"], "positions_angstrom": [[-0.722, 1.181, 0.809], [2.731, 1.933, -1.447], [-2.443, -2.378, 2.370], [2.101, 1.428, -0.707], [0.098, 1.089, -2.288], [-2.442, 0.135, 2.127], [0.013, 0.283, 2.059], [-0.768, 0.411, -2.348], [1.274, -0.843, -1.251], [0.004, -0.266, 0.507], [-1.550, -1.868, 2.006], [0.614, -1.538, -1.754], [-1.848, -0.502, 1.467], [0.441, 1.244, -3.316], [1.175, 0.492, -1.410], [-1.101, -2.586, 1.329], [2.015, -1.214, -0.542], [2.837, 0.893, -0.082], [-0.871, -1.826, 2.863], [-0.567, 0.251, 1.215], [-0.194, 2.083, -1.923], [-2.319, -0.588, 0.479], [1.523, 2.186, -0.163]]}